ORCA calculation (ωB97M-V with the def2-TZVPD basis set) on a structure of composition C29H45N8S5SbSiTi at a distorted geometry.

The LUMO energy is -0.112 eV. For the largest force on an atom, the calculation gives 1.46 eV Å⁻¹. Its charge is 0.

Last column: Löwdin charge in e.
Geometry (Å):
1 Ti -0.4331 -0.0912 -0.0851  0.255
2 C -4.7033 -1.3507 3.3943  -0.051
3 N -3.4887 -1.4299 2.6148  -0.144
4 C -2.6818 -2.6117 2.8355  -0.020
5 C -3.1401 -0.4715 1.7033  -0.398
6 N -1.8903 -0.0721 1.5469  0.002
7 C -1.0407 -0.2961 2.6661  -0.272
8 C -1.2684 0.3710 3.8598  -0.019
9 C -0.5550 0.0599 5.0043  -0.080
10 C 0.3714 -0.9677 4.9426  -0.082
11 C 0.6446 -1.5983 3.7374  -0.038
12 C 0.0193 -1.2234 2.5461  -0.241
13 N 0.2366 -1.7115 1.2242  0.049
14 C 1.0506 -2.7492 0.9363  -0.340
15 N 2.1182 -3.1282 1.6951  -0.139
16 C 2.4802 -4.5274 1.8265  -0.046
17 C 3.1359 -2.2170 2.1903  -0.096
18 N 0.7525 -3.5424 -0.1081  -0.114
19 C -0.5984 -3.8910 -0.5138  -0.076
20 C 1.7793 -4.1728 -0.9291  -0.065
21 N -4.1768 0.0618 1.0181  -0.149
22 C -4.1012 1.3596 0.3814  -0.092
23 C -5.2102 -0.8023 0.4624  -0.055
24 H -4.4530 -1.3777 4.4589  0.094
25 H -5.3741 -2.1887 3.1799  0.089
26 H -5.2245 -0.4212 3.1805  0.095
27 H -2.1728 -2.5837 3.8034  0.099
28 H -1.9416 -2.7049 2.0455  0.070
29 H -3.3327 -3.4900 2.8023  0.099
30 H -2.0520 1.1203 3.8767  0.123
31 H -0.7377 0.5918 5.9272  0.102
32 H 0.8983 -1.2862 5.8320  0.103
33 H 1.3421 -2.4181 3.7426  0.092
34 H 1.6421 -5.1603 1.5501  0.096
35 H 2.7292 -4.7135 2.8732  0.094
36 H 3.3460 -4.7916 1.2151  0.095
37 H 2.7290 -1.2232 2.3119  0.050
38 H 3.9886 -2.1845 1.5124  0.018
39 H 3.4719 -2.5632 3.1699  0.097
40 H -1.3215 -3.4195 0.1422  0.039
41 H -0.6891 -4.9802 -0.4529  0.098
42 H -0.7805 -3.5700 -1.5403  0.018
43 H 2.7459 -3.7210 -0.7288  0.039
44 H 1.5162 -3.9759 -1.9712  0.048
45 H 1.8069 -5.2531 -0.7656  0.091
46 H -3.5006 2.0333 0.9833  0.045
47 H -5.1193 1.7436 0.3033  0.093
48 H -3.6626 1.2862 -0.6166  0.043
49 H -6.1946 -0.3657 0.6403  0.094
50 H -5.1690 -1.7877 0.9146  0.084
51 H -5.0505 -0.9062 -0.6133  0.073
52 C -1.9858 5.0332 2.1829  -0.171
53 Si -0.3367 5.2890 1.3469  0.497
54 C -0.5661 5.8728 -0.4037  -0.181
55 C 0.6235 6.5908 2.2882  -0.188
56 C 0.6498 3.6907 1.4379  -0.233
57 C 1.8060 3.6136 2.1875  -0.068
58 C 2.5453 2.4264 2.2752  -0.044
59 C 2.0511 1.3183 1.6382  -0.119
60 N 0.9061 1.3460 0.9459  -0.105
61 C 0.2433 2.5041 0.7931  -0.715
62 S -1.1062 2.3452 -0.2580  0.671
63 H -2.5459 5.9671 2.2343  0.032
64 H -1.8471 4.6634 3.1995  0.032
65 H -2.5851 4.3059 1.6338  0.004
66 H -1.1118 6.8182 -0.3999  0.032
67 H -1.1222 5.1539 -1.0061  0.004
68 H 0.3973 6.0406 -0.8870  0.037
69 H 0.1008 7.5458 2.2227  0.032
70 H 1.6216 6.7348 1.8731  0.034
71 H 0.7276 6.3471 3.3457  0.032
72 H 2.1654 4.4897 2.7101  0.093
73 H 3.4765 2.3739 2.8179  0.104
74 H 2.5889 0.3831 1.6222  0.071
75 S 0.1854 -2.4358 -4.0336  -0.214
76 Sb -0.8942 -0.5015 -3.3902  0.382
77 S -2.1043 -1.0874 -1.2990  0.061
78 S 0.8295 0.4002 -1.9034  0.044
79 S 3.8470 -1.2017 -0.7578  0.637
80 C 4.0213 -0.7043 -2.3638  -0.777
81 N 3.1122 -1.0920 -3.2991  -0.004
82 C 3.1441 -0.7597 -4.6049  -0.105
83 C 4.1548 0.0120 -5.0914  -0.062
84 C 5.1259 0.4622 -4.1762  -0.063
85 C 5.0608 0.1243 -2.8569  -0.095
86 H 2.2814 -1.6043 -2.9919  -0.003
87 H 2.3129 -1.1408 -5.1813  0.068
88 H 4.1855 0.2751 -6.1363  0.102
89 H 5.9345 1.0920 -4.5236  0.108
90 H 5.7923 0.4733 -2.1432  0.100

---

ORCA calculation (ωB97M-V with the def2-TZVPD basis set) on the molecule C23H31FN6O.

The LUMO energy is 0.704 eV. For the largest force on an atom, the calculation gives 0.74 eV Å⁻¹. Its charge is 0.

Last column: natural (NBO) charge in e.
Geometry (Å):
1 C 4.9709 0.1251 2.6996  -0.598
2 C 5.4026 -0.0525 1.2449  -0.261
3 C 6.5447 0.9065 0.8996  -0.594
4 C 4.2489 0.2193 0.3182  0.317
5 C 3.9142 -0.6521 -0.7160  -0.343
6 C 2.8380 -0.2939 -1.5165  0.199
7 C 2.4626 -1.1240 -2.7129  0.645
8 O 3.2495 -1.2553 -3.6343  -0.611
9 N 1.2503 -1.7123 -2.6859  -0.422
10 C 0.7128 -2.3050 -3.8928  -0.224
11 C -0.3884 -1.4056 -4.4569  -0.406
12 C -1.4603 -1.1512 -3.3982  -0.398
13 C -0.8172 -0.5554 -2.1408  -0.048
14 N -1.8093 -0.1726 -1.1561  -0.454
15 C -1.3263 0.7577 -0.1558  -0.219
16 C -2.5143 1.3695 0.5890  -0.207
17 N -3.2698 0.3102 1.2182  -0.438
18 C -4.0532 0.5889 2.3251  0.091
19 C -4.3692 1.8924 2.7262  -0.246
20 C -5.0979 2.1460 3.8730  -0.209
21 C -5.5532 1.1093 4.6668  -0.229
22 C -5.2567 -0.1933 4.3029  -0.285
23 C -4.5167 -0.4335 3.1662  0.418
24 F -4.2213 -1.7312 2.8835  -0.343
25 C -3.7205 -0.6584 0.2385  -0.217
26 C -2.5161 -1.2496 -0.4904  -0.229
27 C 0.2702 -1.5344 -1.6452  -0.234
28 N 2.1601 0.8332 -1.3283  -0.525
29 C 2.5727 1.6113 -0.3260  0.566
30 N 1.8707 2.7496 -0.0994  -0.791
31 N 3.5790 1.3477 0.5040  -0.529
32 H 4.1861 -0.5840 2.9543  0.209
33 H 4.5885 1.1312 2.8461  0.222
34 H 5.8154 -0.0364 3.3653  0.208
35 H 5.7418 -1.0815 1.0870  0.204
36 H 6.8586 0.7702 -0.1331  0.212
37 H 6.2126 1.9334 1.0297  0.215
38 H 7.3973 0.7255 1.5499  0.210
39 H 4.4609 -1.5618 -0.8987  0.233
40 H 1.5343 -2.4112 -4.6030  0.248
41 H 0.3107 -3.2950 -3.6524  0.188
42 H -0.8297 -1.8770 -5.3360  0.213
43 H 0.0566 -0.4574 -4.7640  0.207
44 H -2.2172 -0.4635 -3.7767  0.220
45 H -1.9518 -2.0955 -3.1565  0.189
46 H -0.2988 0.3670 -2.4287  0.215
47 H -0.7600 1.5497 -0.6474  0.206
48 H -0.6672 0.2695 0.5821  0.170
49 H -2.1336 2.0469 1.3547  0.210
50 H -3.1315 1.9341 -0.1274  0.176
51 H -4.0519 2.7243 2.1181  0.215
52 H -5.3205 3.1683 4.1404  0.213
53 H -6.1267 1.3061 5.5584  0.216
54 H -5.5781 -1.0326 4.8998  0.227
55 H -4.2833 -1.4549 0.7185  0.225
56 H -4.3698 -0.1652 -0.5029  0.176
57 H -2.8695 -1.9700 -1.2277  0.205
58 H -1.8815 -1.7708 0.2456  0.172
59 H 0.7484 -1.1528 -0.7437  0.223
60 H -0.1752 -2.5109 -1.4235  0.195
61 H 2.2918 3.4233 0.5164  0.401
62 H 1.2861 3.0846 -0.8450  0.398

---

ORCA calculation (ωB97M-V with the def2-TZVPD basis set) on the molecule C4H4O3 at a distorted geometry.

The LUMO energy is 0.792 eV. For the largest force on an atom, the calculation gives 3.00 eV Å⁻¹. Its charge is 0.

Last column: natural (NBO) charge in e.
Geometry (Å):
1 O -0.2739 1.8705 -1.5054  -0.523
2 C -0.5115 1.0492 -0.6787  0.747
3 O -1.7271 0.5646 -0.2535  -0.480
4 C -1.1214 -0.4107 0.6397  -0.102
5 C 0.2487 0.0862 0.1605  0.079
6 C 1.6435 -0.5254 -0.1724  -0.154
7 O 1.3146 0.1694 1.0074  -0.413
8 H -1.5185 -1.4142 0.4517  0.202
9 H -1.2608 -0.1380 1.6928  0.202
10 H 2.2434 0.0628 -0.8655  0.209
11 H 0.9631 -1.3145 -0.4768  0.233